{
  "formula": "C3H8S",
  "method": "the ωB97M-V functional and the def2-TZVPD basis",
  "species": ["C", "C", "S", "C", "H", "H", "H", "H", "H", "H", "H", "H"],
  "xyz": [[-1.49366, 1.14988, 0.27014], [-0.64572, -0.07332, 0.29414], [1.23842, 0.85093, 0.00368], [1.80624, -1.14862, -0.49277], [-1.72608, 1.53788, -0.77468], [-0.83038, 1.86818, 0.70067], [-2.50386, 1.14078, 0.72129], [-0.86422, -0.88136, -0.40758], [-0.44135, -0.43908, 1.28707], [2.86460, -1.20823, -0.37656], [1.22806, -1.66691, 0.25281], [1.36793, -1.13012, -1.47820]],
  "homo_ev": -8.6,
  "smiles": "CCSC",
  "relative_energy_kcal_mol": 44.9,
  "e_tot_ev": -14073.9736
}

{
  "formula": "C37H54AgBN5O2P2",
  "method": "the ωB97M-V functional and the def2-TZVPD basis",
  "species": ["Ag", "C", "C", "C", "C", "P", "C", "N", "B", "N", "C", "P", "C", "C", "C", "C", "C", "C", "C", "C", "C", "C", "C", "C", "C", "C", "C", "C", "C", "C", "H", "H", "H", "H", "H", "H", "H", "H", "H", "H", "H", "H", "H", "H", "H", "H", "H", "H", "H", "H", "H", "H", "H", "H", "H", "H", "H", "H", "H", "H", "H", "H", "H", "H", "H", "H", "H", "H", "H", "H", "H", "H", "H", "H", "O", "C", "C", "C", "C", "C", "C", "C", "O", "N", "N", "C", "C", "C", "C", "C", "C", "N", "H", "H", "H", "H", "H", "H", "H", "H", "H", "H"],
  "xyz": [[-1.37900, 0.22627, 1.13706], [0.36223, 4.42714, -2.46751], [-0.45625, 3.16045, -2.19835], [-1.64415, 3.09833, -3.16443], [-1.03927, 3.23899, -0.78106], [0.41994, 1.49385, -2.23881], [1.90160, 1.87909, -1.19157], [2.13694, 0.87226, -0.16718], [1.48493, -0.37317, 0.21758], [1.98113, -0.67419, 1.54612], [1.38080, -1.64164, 2.43526], [-0.41483, -1.21325, 2.77581], [-0.36790, -0.54247, 4.53082], [0.53627, -1.28192, 5.52385], [-1.78322, -0.46389, 5.10520], [0.15966, 0.89126, 4.38437], [-1.32396, -2.84158, 2.63638], [-0.91130, -3.88759, 3.67142], [-1.03361, -3.37452, 1.22274], [-2.83970, -2.60138, 2.70083], [2.91630, 0.27252, 1.91099], [3.68144, 0.41230, 3.05287], [4.55121, 1.50369, 3.14594], [4.64181, 2.42767, 2.12054], [3.87015, 2.29056, 0.96154], [3.01918, 1.20706, 0.85515], [1.18756, 1.23251, -3.93876], [0.10998, 0.50462, -4.75732], [1.69502, 2.45132, -4.70526], [2.36013, 0.26082, -3.75215], [-0.23034, 5.30485, -2.18738], [0.62697, 4.53555, -3.51861], [1.28470, 4.46539, -1.88357], [-2.27638, 3.98028, -3.01836], [-2.25636, 2.21331, -2.97101], [-1.32689, 3.08893, -4.20821], [-1.65590, 4.13937, -0.69019], [-0.26101, 3.29586, -0.01356], [-1.67776, 2.38033, -0.56376], [1.71419, 2.82882, -0.68070], [2.80969, 2.03299, -1.78534], [1.93802, -1.67379, 3.36942], [1.43349, -2.63887, 1.99587], [0.30838, -2.34286, 5.60455], [0.40948, -0.83890, 6.51678], [1.59194, -1.17634, 5.26967], [-2.14688, -1.43858, 5.42989], [-2.49230, -0.04942, 4.38466], [-1.77031, 0.19076, 5.98229], [1.14868, 0.92466, 3.92377], [0.23695, 1.34525, 5.37767], [-0.51454, 1.49479, 3.77430], [0.17012, -4.04681, 3.68725], [-1.38114, -4.84456, 3.42493], [-1.23559, -3.61387, 4.67606], [0.01971, -3.59810, 1.05121], [-1.35813, -2.66621, 0.45912], [-1.59989, -4.30216, 1.09617], [-3.18763, -2.35655, 3.70124], [-3.34593, -3.52033, 2.39108], [-3.14872, -1.80569, 2.01859], [3.61216, -0.30329, 3.86348], [5.15489, 1.62468, 4.03689], [5.31470, 3.27072, 2.21506], [3.94029, 3.02010, 0.16558], [-0.78042, 1.11800, -4.90157], [-0.20095, -0.41144, -4.25314], [0.50693, 0.24511, -5.74499], [0.88503, 3.11740, -5.00380], [2.20054, 2.11913, -5.61904], [2.41512, 3.02958, -4.12032], [2.10081, -0.56084, -3.08306], [3.24933, 0.75863, -3.35703], [2.62605, -0.17134, -4.72177], [2.85615, -2.31884, -1.14099], [2.14028, -2.90342, -2.17185], [2.77741, -3.78918, -3.02388], [2.11497, -4.35908, -4.10311], [0.78239, -4.02426, -4.30671], [0.14188, -3.14731, -3.45193], [0.78882, -2.53718, -2.35613], [0.08143, -1.57894, -1.53700], [0.59958, -1.26890, -0.28246], [-1.17400, -1.29179, -1.79903], [-1.84017, -0.59588, -0.93441], [-3.11174, -0.19340, -1.33529], [-3.88275, 0.58378, -0.52031], [-5.18879, 1.06417, -0.93839], [-5.93041, 1.86005, -0.13971], [-5.44097, 2.24072, 1.14983], [-4.20946, 1.75892, 1.50367], [-3.43321, 0.96196, 0.75224], [3.78342, -2.54876, -1.25420], [3.82125, -4.02759, -2.83664], [2.63099, -5.04393, -4.76356], [0.22832, -4.45334, -5.13304], [-0.89878, -2.89888, -3.60692], [-3.45154, -0.47694, -2.32700], [-5.54369, 0.77285, -1.92084], [-6.89751, 2.21252, -0.48382], [-6.00575, 2.86897, 1.82363], [-3.79227, 2.01403, 2.47566]],
  "homo_ev": [-1.7, -1.7],
  "charge": -1,
  "e_tot_ev": -74047.9608
}

{
  "formula": "C28H49BrN11O3S2",
  "method": "the ωB97M-V functional and the def2-TZVPD basis",
  "species": ["N", "C", "C", "C", "C", "S", "Br", "C", "C", "C", "C", "S", "O", "O", "O", "H", "H", "H", "H", "H", "H", "H", "H", "H", "H", "H", "H", "H", "H", "H", "H", "H", "H", "H", "C", "C", "N", "H", "H", "H", "C", "C", "N", "H", "H", "H", "C", "C", "N", "H", "H", "H", "C", "C", "N", "H", "H", "H", "C", "C", "N", "H", "H", "H", "C", "C", "N", "H", "H", "H", "C", "C", "N", "H", "H", "H", "C", "C", "N", "H", "H", "H", "C", "C", "N", "H", "H", "H", "C", "C", "N", "H", "H", "H"],
  "xyz": [[5.24154, -1.02612, 0.64953], [4.02198, -0.92052, -0.17162], [4.21485, 0.17383, -1.21451], [2.92594, 0.76112, -1.79157], [2.26468, 1.84073, -0.94413], [1.37531, 1.19618, 0.49005], [2.61625, 1.27841, 2.31910], [0.10415, 2.46205, 0.71412], [-1.23464, 2.07303, 0.03824], [-1.46326, 0.56090, 0.02506], [-2.90683, 0.20402, -0.33936], [-2.84914, -1.41537, -1.07040], [-2.34837, -2.33901, -0.10183], [-2.05568, -1.35565, -2.26273], [-4.30565, -1.83936, -1.43887], [6.03696, -1.09971, 0.02331], [5.22013, -1.89071, 1.17751], [3.19352, -0.73651, 0.51205], [3.83145, -1.87830, -0.66705], [4.88981, 0.93996, -0.82611], [4.75093, -0.28709, -2.04833], [2.25234, -0.06052, -2.04810], [3.18127, 1.22684, -2.74319], [2.93733, 2.62925, -0.61100], [1.49385, 2.32031, -1.55155], [0.44515, 3.39363, 0.26463], [-0.03889, 2.66362, 1.77396], [-1.23567, 2.48941, -0.97062], [-2.05403, 2.55208, 0.57316], [-0.82994, 0.12541, -0.74901], [-1.22757, 0.13957, 1.00099], [-3.55146, 0.12176, 0.53513], [-3.36012, 0.88036, -1.05944], [-4.83960, -1.11168, -1.84820], [4.23601, -1.52723, 6.22401], [3.84456, -0.75900, 5.05577], [3.53700, -0.16832, 4.12206], [5.20285, -1.99358, 6.04652], [4.31575, -0.86891, 7.08655], [3.49136, -2.29647, 6.42263], [7.74796, -3.70262, 8.06063], [7.56375, -2.33085, 7.60633], [7.42351, -1.24894, 7.24925], [7.70713, -3.73613, 9.14822], [6.96587, -4.33669, 7.64953], [8.71238, -4.07471, 7.72483], [-5.44802, 1.79432, -4.91369], [-5.36327, 1.08071, -3.65064], [-5.30034, 0.48823, -2.66993], [-6.29352, 2.47946, -4.89477], [-4.53577, 2.36120, -5.08883], [-5.58247, 1.08464, -5.72319], [10.05153, -2.39754, 4.08442], [8.96762, -3.23775, 4.57360], [8.10912, -3.89424, 4.95797], [9.70988, -1.81568, 3.23088], [10.37255, -1.71860, 4.87233], [10.89200, -3.01861, 3.78095], [-0.00706, 2.82122, -4.26176], [-1.28747, 3.45701, -4.54359], [-2.29590, 3.95648, -4.76542], [-0.17916, 1.89631, -3.70942], [0.50802, 2.58601, -5.18952], [0.61112, 3.48103, -3.66535], [-5.85056, -0.17412, -9.37608], [-5.36807, 0.94981, -8.58340], [-4.98912, 1.84063, -7.96660], [-5.54045, -0.05341, -10.41200], [-5.44065, -1.10415, -8.98715], [-6.93702, -0.21679, -9.33252], [-4.65925, 4.71196, 2.27527], [-3.23314, 4.51846, 2.50394], [-2.11213, 4.36515, 2.69579], [-4.92544, 5.74874, 2.47066], [-4.90514, 4.46992, 1.24298], [-5.22978, 4.06625, 2.93990], [3.71814, 4.33158, -5.93038], [3.24884, 3.75858, -4.67725], [2.87533, 3.30689, -3.69045], [2.87268, 4.71117, -6.50170], [4.40605, 5.14925, -5.72476], [4.23165, 3.56977, -6.51373], [-4.49719, -4.74992, 1.13002], [-5.10586, -5.21629, 2.36862], [-5.59016, -5.58310, 3.34213], [-5.25625, -4.28708, 0.50170], [-3.72030, -4.01704, 1.33837], [-4.05836, -5.58920, 0.59420], [-8.67743, -4.10925, 4.11188], [-9.78974, -3.26351, 3.69663], [-10.66124, -2.59234, 3.37078], [-9.04964, -4.97391, 4.65711], [-8.12514, -4.45340, 3.24078], [-8.00421, -3.54733, 4.75568]],
  "homo_ev": -11.5,
  "charge": 1,
  "e_tot_ev": -144067.9417
}